Molecular formula: C5H34O15
Method: DFT, ωB97M-V with the def2-TZVPD basis set

Cartesian coordinates (Å):
O (0.59, -2.87, -1.85)
C (0.41, -1.88, -2.50)
O (0.98, -1.75, -3.73)
C (-0.71, -0.85, -2.27)
C (-0.40, -0.13, -0.92)
C (-0.39, -1.02, 0.33)
C (-1.14, -2.40, 0.36)
O (-1.86, -2.43, 1.65)
H (0.98, -0.80, -3.96)
H (-1.80, -1.02, -2.23)
H (-0.78, -0.09, -3.05)
H (0.68, 0.21, -0.98)
H (-0.96, 0.79, -0.76)
H (-0.74, -0.45, 1.18)
H (0.58, -1.49, 0.54)
H (-0.49, -3.25, 0.58)
H (-1.86, -2.59, -0.43)
H (-2.55, -1.74, 1.64)
H (-0.36, 3.28, -1.58)
H (-1.36, 2.33, -2.09)
O (-0.87, 3.11, -2.39)
H (0.64, 3.17, 0.93)
H (-0.79, 2.61, 1.20)
O (-0.29, 3.40, 1.05)
H (-3.14, -0.80, 0.18)
H (-3.51, 0.67, 0.52)
O (-3.45, 0.03, -0.20)
H (2.64, -1.33, -1.68)
H (1.85, -1.24, -0.43)
O (2.73, -1.03, -0.77)
H (0.70, 1.68, -3.26)
H (1.92, 0.99, -2.63)
O (1.34, 0.98, -3.40)
H (0.65, 1.68, 2.69)
H (0.31, 0.71, 3.71)
O (-0.04, 1.52, 3.35)
H (2.19, -2.27, 1.65)
H (3.72, -2.45, 1.22)
O (3.12, -2.03, 1.81)
H (-2.46, 3.82, 0.28)
H (-2.97, 3.10, -1.06)
O (-2.59, 3.00, -0.19)
H (1.82, 0.03, 1.78)
H (2.89, 0.14, 2.90)
O (2.30, 0.63, 2.33)
H (-0.45, -2.02, 3.28)
H (0.91, -2.27, 3.78)
O (0.45, -1.70, 3.14)
H (-1.74, 1.07, 2.38)
H (-3.02, 1.53, 2.77)
O (-2.67, 0.82, 2.25)
H (2.49, 1.43, -0.02)
H (2.77, 2.64, -0.93)
O (2.07, 2.15, -0.53)

Results
Frontier orbital gap = 10.42 eV
Calculated total energy = -36448.96728 eV
LUMO level = 0.11 eV